[1]
# C40H100AsF6N5O5

A structure of composition C40H100AsF6N5O5 in a non-equilibrium geometry (ωB97M-V/def2-TZVPD, the Open Molecules 2025 dataset).

ΔE to the lowest compared entry with this formula, charge and spin   172.46 kcal per mole
Spin multiplicity   1
Net charge   +4
E_HOMO   -17.15 eV
Frontier orbital gap   9.4 eV

Each line ends with the Mulliken charge.
Atoms and positions in Å:
C 6.9050 2.7322 0.4326  -1.323
C 5.5688 1.9218 0.0489  -0.383
N 5.4722 0.4153 0.3605  0.412
C 5.7078 0.1639 1.8745  -1.054
C 4.0150 -0.1279 -0.0610  -0.092
C 2.9247 0.4418 0.8706  -1.092
C 6.5841 -0.4494 -0.3264  -1.037
C 6.5636 -0.5129 -1.8627  -0.169
O 6.4427 0.7057 -2.5824  -0.230
C 7.2034 0.8598 -3.7679  -0.966
H 7.2530 2.6995 1.4650  0.328
H 6.7371 3.7962 0.2655  0.437
H 7.6862 2.5627 -0.3084  0.339
H 5.4004 2.0364 -1.0219  0.315
H 4.8225 2.4569 0.6361  0.405
H 5.1786 0.9620 2.3951  0.430
H 6.7777 0.0883 2.0682  0.358
H 5.3846 -0.8156 2.2269  0.389
H 4.0304 -1.2166 -0.1127  0.306
H 3.8014 0.2150 -1.0734  0.228
H 1.9291 0.2060 0.4950  0.101
H 2.8956 1.5223 1.0117  0.294
H 2.9812 -0.0457 1.8439  0.377
H 6.3924 -1.4707 0.0028  0.423
H 7.5578 -0.0870 0.0030  0.508
H 5.7915 -1.2207 -2.1643  -0.002
H 7.5171 -0.9600 -2.1440  0.577
H 7.3526 -0.0240 -4.3881  0.405
H 8.1468 1.3646 -3.5596  0.327
H 6.5821 1.3944 -4.4863  0.320
C 1.1304 -1.6870 4.9295  -1.352
C -0.2939 -2.0128 4.4388  -0.204
N -0.4126 -3.2520 3.5357  0.265
C 0.5989 -3.0522 2.3458  -1.289
C -0.0240 -4.5571 4.3590  -0.617
C -0.1801 -5.9172 3.4772  -1.158
C -1.8848 -3.3113 2.8698  -0.140
C -3.0762 -3.6590 3.8605  -0.889
O -2.9324 -5.0281 4.3883  -0.334
C -4.0660 -5.8840 4.1573  -0.841
H 1.2672 -0.6060 4.9021  0.363
H 1.9426 -2.2503 4.4700  0.350
H 1.1986 -1.8624 6.0032  0.361
H -0.4642 -1.1309 3.8213  0.178
H -1.0994 -2.0178 5.1731  0.606
H 0.6385 -1.9694 2.2272  0.279
H 0.4248 -3.7468 1.5240  0.466
H 1.5803 -3.2198 2.7893  0.480
H -0.5527 -4.5244 5.3116  0.487
H 0.9979 -4.4314 4.7168  0.605
H 0.6499 -5.9294 2.7707  0.364
H -1.1495 -6.0725 3.0037  0.236
H 0.1441 -6.7588 4.0892  0.407
H -1.6202 -4.0190 2.0841  0.462
H -1.9219 -2.4150 2.2506  -0.008
H -3.9198 -3.4806 3.1937  0.547
H -3.0936 -2.9409 4.6804  0.282
H -3.9239 -6.8475 4.6468  0.294
H -4.2087 -6.0811 3.0948  0.370
H -5.0673 -5.5882 4.4705  0.333
C 4.3882 -1.3435 -4.7475  -1.244
C 3.5045 -2.3716 -3.9115  -0.438
N 2.0663 -2.5317 -4.4422  0.521
C 1.3852 -1.1862 -4.4363  -1.104
C 2.0667 -3.1127 -5.9075  -0.535
C 0.7733 -3.8035 -6.3577  -1.369
C 1.4086 -3.4347 -3.3503  -0.597
C 1.9183 -4.8524 -3.1948  -1.245
O 2.5148 -5.4225 -4.3039  -0.203
C 3.2041 -6.6367 -4.2770  -0.852
H 4.4260 -1.5989 -5.8065  0.385
H 5.4138 -1.4094 -4.3841  0.415
H 4.1294 -0.3151 -4.4956  0.342
H 3.2392 -1.9717 -2.9328  0.115
H 3.9150 -3.3734 -3.7853  0.558
H 0.3275 -1.2760 -4.6838  0.512
H 1.8100 -0.6793 -5.3027  0.405
H 1.4677 -0.6526 -3.4894  0.161
H 2.7630 -3.9512 -5.8948  0.431
H 2.5069 -2.4450 -6.6481  0.616
H 0.4704 -4.7497 -5.9093  0.298
H 0.9555 -3.8710 -7.4302  0.419
H -0.1346 -3.2210 -6.2007  0.348
H 0.3978 -3.5673 -3.7363  0.522
H 1.1885 -2.8048 -2.4884  0.609
H 1.0504 -5.4356 -2.8868  0.511
H 2.6123 -4.8799 -2.3547  0.475
H 4.1061 -6.5735 -3.6683  0.341
H 3.5344 -6.8096 -5.3013  0.284
H 2.6056 -7.4992 -3.9841  0.305
C -5.5269 -0.7187 2.2343  -0.752
C -4.7155 0.5661 2.5527  -0.442
N -5.3796 2.0460 2.4903  0.515
C -4.2543 3.0299 2.7852  -1.109
C -5.8220 2.2390 1.0313  -0.386
C -7.2879 1.7456 0.6041  -1.293
C -6.5670 2.1113 3.5450  -0.833
C -7.0151 3.5178 3.9039  -0.863
O -6.2055 3.8993 5.0137  -0.361
C -6.6165 5.2706 5.4165  -0.753
H -5.0215 -1.6487 2.4943  -0.245
H -5.9608 -0.7533 1.2349  0.282
H -6.2862 -0.7181 3.0163  0.437
H -3.7564 0.5880 2.0353  0.507
H -4.5392 0.5505 3.6283  0.381
H -3.6140 2.9115 1.9111  0.518
H -3.8226 2.7838 3.7553  0.382
H -4.7487 4.0009 2.7559  0.363
H -5.0409 1.8363 0.3864  0.340
H -5.8459 3.3117 0.8390  0.429
H -7.3879 1.8150 -0.4791  0.411
H -8.0558 2.2436 1.1961  0.327
H -7.3023 0.6806 0.8354  0.317
H -6.3986 1.6497 4.5180  0.407
H -7.4347 1.5474 3.2028  0.625
H -8.0292 3.3152 4.2484  0.534
H -6.8607 4.2708 3.1311  0.350
H -6.1736 5.4566 6.3949  0.261
H -7.7037 5.3414 5.3823  0.350
H -6.2210 5.9769 4.6866  0.300
C 0.8601 2.5179 -3.0997  -1.055
C 0.4283 3.4034 -1.9438  -0.093
N -0.5481 4.6201 -2.2456  0.536
C -0.0625 5.3240 -3.5051  -1.268
C -1.9283 4.0574 -2.4093  -0.321
C -3.1405 4.8834 -3.1302  -1.340
C -0.5009 5.7761 -1.1319  -0.780
C -0.9101 5.3780 0.4209  -0.709
O -0.2203 4.2471 0.8356  -0.183
C -0.3641 3.8000 2.1164  -0.431
H 0.0783 1.8831 -3.5168  0.291
H 1.6210 1.8276 -2.7354  0.062
H 1.1708 3.1062 -3.9631  0.566
H 1.2714 3.9455 -1.5158  0.361
H -0.0888 2.8053 -1.1935  0.033
H -0.3779 4.7366 -4.3675  0.497
H 1.0189 5.4429 -3.5728  0.378
H -0.7103 6.1891 -3.6466  0.424
H -2.2048 3.8156 -1.3830  0.081
H -1.8644 3.0701 -2.8666  0.345
H -3.2734 5.7396 -2.4689  0.409
H -4.1512 4.4754 -3.1275  0.397
H -2.9000 5.3068 -4.1054  0.314
H -1.1260 6.6192 -1.4260  0.486
H 0.4960 6.2136 -1.1857  0.538
H -1.9237 4.9995 0.2891  0.348
H -0.9470 6.1718 1.1670  0.550
H -1.3821 4.0278 2.4326  0.185
H 0.2805 4.1727 2.9124  0.326
H -0.2424 2.7172 2.1463  0.042
As -1.6115 -0.5412 -0.5604  1.970
F -1.9427 1.2677 -0.3401  -0.405
F -2.6408 -0.6357 -2.0768  -0.515
F -1.1386 -2.2962 -0.6581  -0.529
F -0.5148 -0.4574 0.8908  -0.366
F -2.9327 -0.9725 0.4994  -0.478
F -0.2853 -0.0861 -1.6995  -0.482

[2]
# C4H6N2

An isolated molecule of C4H6N2 in a non-equilibrium geometry (ωB97M-V/def2-TZVPD, the Open Molecules 2025 dataset).

ΔE to the lowest compared entry with this formula, charge and spin   76.53 kcal per mole
Spin multiplicity   1
E_HOMO   -8.28 eV
Frontier orbital gap   8.8 eV

Each line ends with the natural charge from an NBO analysis.
Atoms and positions in Å:
C -1.5402 -0.2364 -0.0016  -0.271
C -0.7397 1.1688 -0.0666  -0.236
C 0.6006 1.2032 0.1421  -0.062
C 0.7840 -1.0785 -0.0055  0.249
H -2.1133 -0.2352 -0.9273  0.213
H -1.9795 -0.3381 1.0311  0.219
H -1.1943 2.2161 0.0657  0.203
H 1.0470 2.0876 0.0678  0.195
H 2.4114 0.1741 0.3996  0.361
H 1.3814 -2.0243 0.2249  0.195
N 1.3227 0.1080 -0.2054  -0.577
N -0.4913 -1.2826 0.0236  -0.487

[3]
# C30H33F40N2O8P2

A cluster of 6 separate species, C30H33F40N2O8P2 in total in a non-equilibrium geometry (ωB97M-V/def2-TZVPD, the Open Molecules 2025 dataset).

Spin multiplicity   1
Net charge   +1
E_HOMO   -12.85 eV
Frontier orbital gap   8.2 eV

Each line ends with the Mulliken charge.
Atoms and positions in Å:
C -2.6392 0.8469 -7.8117  -1.040
C -1.8901 2.2964 -7.6431  0.675
C -2.0497 3.3755 -8.9076  -0.943
N -1.1106 2.7006 -6.5880  -0.363
P -1.6987 2.0795 -5.0241  0.235
C -1.2760 3.2945 -3.5606  -0.622
C -1.0357 4.8486 -4.0818  -0.054
N 0.2437 5.3726 -4.2301  -0.500
P -0.4887 0.2644 -4.5902  1.238
O 0.0635 -0.3298 -5.9468  -0.642
O -1.4951 -0.9019 -3.7136  -0.553
O 0.9311 0.7271 -3.6325  -0.513
H -3.6809 0.7828 -7.2333  0.322
H -2.9299 0.7524 -8.9653  0.328
H -1.9510 -0.0868 -7.5906  0.277
H -2.9017 4.1637 -8.7326  0.289
H -2.1925 2.7703 -9.9223  0.331
H -0.9826 3.8993 -9.0053  0.325
H -3.1260 1.7651 -5.0283  0.223
H -0.2497 2.9812 -3.0379  0.327
H -2.0859 3.2210 -2.6873  0.404
H -1.9548 5.5353 -4.3164  0.311
H 0.9326 4.6299 -3.9626  0.258
H -1.9073 -1.5268 -4.4049  0.376
H 1.6192 0.0282 -3.8675  0.288
C -0.1854 -4.1614 -0.2684  -0.827
C 0.6664 -3.8520 -1.5074  1.015
C -0.1254 -3.6173 -2.7899  0.243
F -0.8568 -4.6953 -3.1519  -0.257
F 0.7145 -3.3609 -3.8296  -0.222
F 1.5929 -4.8343 -1.6682  -0.319
F 1.3795 -2.7140 -1.2326  -0.278
O -0.3350 -5.5450 0.0664  -0.415
C -1.3665 -6.2362 -0.6378  0.861
C -0.8258 -7.3430 -1.5517  0.177
F 0.0511 -6.8558 -2.4655  -0.195
F -1.8296 -7.9314 -2.2547  -0.276
F -2.1361 -5.3353 -1.2952  -0.283
F -2.1656 -6.7804 0.3188  -0.292
H 0.3487 -3.7352 0.5903  0.467
H -1.1481 -3.6364 -0.2767  0.365
H -0.7965 -2.7587 -2.6901  0.144
H -0.3132 -8.1154 -0.9721  0.246
C 0.2351 -6.4542 4.1376  -0.673
C 0.7987 -6.7218 5.5402  0.847
C 0.0468 -6.0366 6.6769  0.086
F 0.0580 -4.6891 6.5674  -0.187
F 0.6249 -6.3258 7.8745  -0.287
F 2.1211 -6.4052 5.5574  -0.273
F 0.7410 -8.0758 5.7464  -0.331
O 0.8802 -5.4227 3.3835  -0.343
C 0.4352 -4.0947 3.6589  0.664
C 1.5289 -3.2160 4.2787  0.215
F 2.0045 -3.7462 5.4337  -0.223
F 1.0489 -1.9824 4.5886  -0.228
F -0.6898 -4.1505 4.4123  -0.290
F 0.0547 -3.5768 2.4601  -0.305
H 0.4139 -7.3648 3.5519  0.421
H -0.8556 -6.3404 4.1360  0.323
H -0.9933 -6.3736 6.7242  0.284
H 2.3712 -3.0947 3.5923  0.235
C -2.1872 -0.7732 3.2736  -0.817
C -2.0180 -0.4957 1.7734  0.744
C -0.8350 0.3978 1.4140  0.185
F -0.9264 1.6270 1.9697  -0.218
F -0.7746 0.5921 0.0685  -0.251
F -3.1833 -0.0005 1.2772  -0.311
F -1.8399 -1.7070 1.1567  -0.207
O -3.1342 0.0475 3.9654  -0.440
C -2.6416 1.3141 4.4018  0.784
C -3.3340 2.4941 3.7085  0.127
F -3.1979 2.4341 2.3597  -0.189
F -2.7923 3.6781 4.0994  -0.217
F -1.2935 1.3371 4.2664  -0.277
F -2.8820 1.3625 5.7397  -0.293
H -2.6004 -1.7864 3.3575  0.456
H -1.2286 -0.8265 3.8034  0.441
H 0.1121 -0.0547 1.7235  0.187
H -4.4027 2.5124 3.9383  0.236
C 4.2004 0.1484 -5.6999  -0.380
C 5.3339 1.1238 -6.0467  0.732
C 6.2801 0.6462 -7.1438  0.122
F 6.9184 -0.4994 -6.8150  -0.207
F 7.2519 1.5711 -7.3723  -0.277
F 6.0107 1.4431 -4.9112  -0.274
F 4.7482 2.2897 -6.4670  -0.339
O 4.4185 -0.6961 -4.5649  -0.386
C 5.1678 -1.8836 -4.8215  0.700
C 6.5156 -1.9077 -4.0899  0.234
F 7.2885 -0.8441 -4.4260  -0.211
F 7.2278 -3.0200 -4.4120  -0.263
F 5.2888 -2.0518 -6.1606  -0.275
F 4.3908 -2.9116 -4.3862  -0.268
H 3.3380 0.7635 -5.4133  0.232
H 3.8513 -0.4193 -6.5707  0.345
H 5.7472 0.4898 -8.0867  0.281
H 6.3744 -1.8917 -3.0059  0.238
C -2.1597 5.9206 6.3963  -0.549
C -3.2648 6.9355 6.7203  0.900
C -2.9731 8.3665 6.2797  0.082
F -1.8707 8.8769 6.8733  -0.209
F -4.0028 9.1897 6.6177  -0.278
F -3.5523 6.8733 8.0480  -0.282
F -4.3999 6.5148 6.0772  -0.325
O -1.2487 5.6176 7.4581  -0.407
C -0.1641 6.5326 7.6128  0.741
C -0.2089 7.2905 8.9454  0.208
F -1.3660 7.9845 9.0897  -0.207
F 0.7993 8.1989 9.0263  -0.257
F -0.1200 7.3552 6.5368  -0.278
F 0.9663 5.7787 7.5512  -0.290
H -2.6631 4.9663 6.1960  0.253
H -1.6353 6.1521 5.4615  0.371
H -2.8449 8.4290 5.1947  0.281
H -0.1212 6.6032 9.7912  0.239